No. 1
# C35H42AsBrCdIN8O

A structure of composition C35H42AsBrCdIN8O (wB97M-V/def2-TZVPD, OMol25).

The geometry in XYZ format:
```
90
Properties=species:S:1:pos:R:3
Cd -0.89 0.31 -0.02
Br 3.21 6.52 0.27
C 3.70 5.13 1.47
C 2.82 4.75 2.46
C 3.16 3.70 3.31
C 4.39 3.05 3.16
C 5.28 3.50 2.21
C 4.94 4.52 1.34
N 4.85 2.03 4.07
N 4.12 1.10 4.46
C 2.89 0.77 3.79
C 1.78 0.62 4.58
C 0.51 0.45 4.03
C 0.30 0.37 2.66
O -0.89 0.26 2.14
C 1.50 0.38 1.82
N 1.35 0.19 0.47
C 2.41 0.14 -0.30
C 3.71 0.22 0.20
C 3.89 0.43 1.53
C 2.78 0.56 2.39
H 1.87 5.26 2.58
H 2.47 3.40 4.08
H 6.25 3.02 2.13
H 5.63 4.85 0.57
H 1.90 0.71 5.65
H -0.36 0.39 4.67
H 2.23 0.00 -1.36
H 4.56 0.12 -0.47
H 4.89 0.46 1.94
I -2.22 5.55 2.82
C -1.11 4.70 1.28
C -0.38 5.49 0.40
C 0.33 4.86 -0.61
C 0.28 3.48 -0.71
N -0.43 2.72 0.13
C -1.10 3.32 1.12
H -0.36 6.56 0.50
H 0.93 5.43 -1.31
H 0.85 2.96 -1.47
H -1.60 2.67 1.83
C -2.38 -0.63 -2.80
C -2.59 -0.68 -4.33
N -1.59 0.16 -5.00
C -1.79 1.56 -4.60
C -1.78 1.68 -3.06
N -1.36 0.39 -2.46
C -0.07 -0.01 -3.07
C -0.26 -0.28 -4.58
H -2.04 -1.58 -2.40
H -3.31 -0.37 -2.27
H -3.58 -0.31 -4.61
H -2.49 -1.69 -4.71
H -2.73 1.91 -5.02
H -0.99 2.15 -5.05
H -2.77 1.93 -2.67
H -1.09 2.46 -2.72
H 0.30 -0.89 -2.54
H 0.64 0.81 -2.90
H -0.16 -1.34 -4.81
H 0.49 0.25 -5.17
N -3.88 -0.42 0.43
N -3.31 0.89 0.26
H -4.87 -0.35 0.65
H -3.43 -0.83 1.24
H -3.52 1.47 1.07
H -3.77 1.32 -0.54
C -0.06 -2.95 1.66
As -0.95 -2.46 0.01
C 0.21 -3.43 -1.22
C -2.54 -3.64 0.09
C -2.21 -5.10 0.02
C -2.17 -5.76 -1.20
C -1.85 -7.10 -1.27
C -1.55 -7.81 -0.11
C -1.60 -7.17 1.11
C -1.93 -5.82 1.18
H 0.10 -4.02 1.70
H -0.66 -2.63 2.51
H 0.90 -2.43 1.71
H 0.31 -4.46 -0.89
H 1.19 -2.94 -1.21
H -0.19 -3.42 -2.24
H -3.20 -3.33 -0.72
H -3.03 -3.38 1.03
H -2.40 -5.21 -2.11
H -1.83 -7.61 -2.23
H -1.31 -8.86 -0.17
H -1.38 -7.71 2.02
H -1.99 -5.33 2.15
```

**ΔE to the lowest compared entry with this formula, charge and spin**: 6.1 kcal/mol
**HOMO energy**: -0.3516 Ha
**Lowest unoccupied orbital energy**: -2.42 eV
**2S+1**: 1
**Total charge**: +1

=====

No. 2
# C5H9I2N2S

A structure of composition C5H9I2N2S (wB97M-V/def2-TZVPD, OMol25).

The geometry in XYZ format:
```
19
Properties=species:S:1:pos:R:3
C 0.78 0.64 -0.68
C 1.29 1.69 -0.10
C 0.70 -0.09 1.43
C 0.38 0.47 -2.13
C -0.24 -1.55 -0.32
N 0.50 -1.03 2.38
N 0.37 -0.37 0.19
S 1.42 1.43 1.68
I 2.23 3.35 -0.84
I -3.33 0.78 0.70
H 0.48 1.41 -2.70
H -0.75 0.26 -2.13
H 1.03 -0.18 -2.59
H 0.32 -1.93 -1.20
H -0.41 -2.37 0.40
H -1.15 -1.28 -0.88
H 0.71 -0.74 3.35
H 0.42 -2.03 2.17
H -4.75 1.54 1.26
```

**ΔE to the lowest compared entry with this formula, charge and spin**: 2.1 kcal/mol
**HOMO energy (alpha / beta)**: -0.3100 / -0.4766 Ha
**Lowest unoccupied orbital energy (alpha / beta)**: -3.39 / -7.03 eV
**2S+1**: 3
**Total charge**: +1

=====

No. 3
# C7H12F2N2Si

The molecule C7H12F2N2Si (wB97M-V/def2-TZVPD, OMol25).

The geometry in XYZ format:
```
24
Properties=species:S:1:pos:R:3
C 1.37 -3.49 -1.34
C 1.59 -2.56 -0.33
C 0.88 -1.59 -2.11
C -2.14 -0.06 -0.09
C 1.16 1.12 -0.85
C -0.63 1.41 2.20
C 1.08 -0.16 -0.02
N 0.97 -2.86 -2.42
N 1.23 -1.36 -0.82
F -0.45 -1.41 1.89
F 2.27 -0.25 0.76
Si -0.56 -0.01 1.06
H 1.74 -4.50 -1.37
H 1.64 -2.62 0.72
H 0.51 -0.97 -2.85
H -2.26 0.92 -0.57
H -1.75 -0.55 -0.97
H -2.92 -0.56 0.29
H 1.10 1.97 -0.16
H 1.98 1.17 -1.48
H 0.27 1.07 -1.64
H 0.35 1.50 2.61
H -0.77 2.45 1.81
H -1.34 1.34 3.04
```

**ΔE to the lowest compared entry with this formula, charge and spin**: 0.0 kcal/mol
**HOMO energy**: -0.3145 Ha
**Lowest unoccupied orbital energy**: 0.57 eV
**2S+1**: 1
**SMILES**: C[C@](F)(n1ccnc1)[Si](C)(C)F
**Total charge**: 0